[1]
C14H24N3OP | ωB97M-V with the def2-TZVPD basis set

The geometry in XYZ format:
```
43
C14H24N3OP (ωB97M-V with the def2-TZVPD basis set)
O -2.2067 0.2553 -0.8150
P -1.7412 -1.1184 -0.6537
N -0.0720 -1.2401 -0.4658
C 0.7369 -0.1219 0.0074
C 2.1514 -0.6869 0.3181
C 3.0834 0.3301 0.9479
C 3.3213 1.4759 -0.0687
C 1.9558 2.0600 -0.4521
C 1.3132 2.6411 0.8376
C 1.0813 1.5449 1.9040
C 2.4439 0.9057 2.2396
C 0.1627 0.5436 1.3076
C 1.0220 0.9884 -1.0467
N -2.4087 -1.8508 0.7179
C -3.1924 -0.9945 1.6258
C -3.8575 -1.9915 0.6611
N -2.3158 -2.1111 -1.9385
C -3.0573 -1.3470 -2.9733
C -1.6279 -1.9464 -3.2164
H 0.0710 -2.0518 0.1260
H 2.0924 -1.5496 0.9762
H 2.5739 -1.0544 -0.6278
H 4.0647 -0.1086 1.1989
H 3.8275 1.0620 -0.9644
H 3.9458 2.2373 0.3790
H 2.1081 2.8383 -1.2343
H 1.9435 3.4604 1.2234
H 0.3577 3.0675 0.5964
H 0.6399 2.0028 2.7943
H 2.3502 0.1163 2.9725
H 3.1453 1.6399 2.6183
H -0.0932 -0.2312 2.0343
H -0.7646 1.0673 1.0460
H 1.5332 0.5749 -1.9177
H 0.1190 1.4569 -1.4430
H -3.3497 0.0918 1.4716
H -3.2483 -1.3116 2.6533
H -4.3267 -2.9096 1.0896
H -4.4177 -1.6008 -0.1951
H -3.9080 -1.8452 -3.4817
H -3.0909 -0.2443 -2.9910
H -0.8043 -1.2770 -3.3189
H -1.5612 -2.7675 -3.9426
```

The HOMO energy comes out at -9.40 eV. Its structure (SMILES) is O=P(N[C@]12C[C@H]3C[C@H](C[C@H](C3)C1)C2)(N1CC1)N1CC1. For the maximum force, the calculation gives 2.49 eV Å⁻¹. The calculation puts the HOMO-LUMO gap at 10.26 eV. The value obtained for the relative energy (zero: lowest compared OMol25 entry of this formula, charge and spin) is 0.9 kJ/mol. As for the LUMO energy: 0.86 eV. The spin multiplicity is 1.

=====

[2]
C14H24N6O4 | ωB97M-V with the def2-TZVPD basis set

The geometry in XYZ format:
```
48
C14H24N6O4 (ωB97M-V with the def2-TZVPD basis set)
C -1.8550 1.5638 2.8157
C -3.1879 0.9813 2.1112
C -4.4841 1.9758 2.1328
N -3.2461 -0.2261 1.5004
C -1.8730 -0.5805 1.0017
C -1.0867 0.0967 -0.2030
C -1.5820 1.2676 -1.1790
N -3.0195 1.6939 -0.9213
N 0.2256 -0.5814 -0.2458
C 1.4436 -0.4023 -1.1019
C 1.1594 -0.1659 -2.6733
C 1.8601 1.2128 -3.2294
C 1.1278 2.5552 -2.7197
C 3.4208 1.3366 -2.8272
C 0.1955 -1.5770 0.8400
C 1.3390 -2.6235 1.2745
N -1.0336 -1.6446 1.6405
N -1.3180 -2.4668 2.7248
C -0.7603 -1.8311 3.7764
O -0.1589 -1.6586 4.8718
H -2.1008 2.5674 3.3521
H -1.4912 0.8138 3.6058
H -1.0111 1.8317 2.0584
H -4.4878 2.5158 3.1503
H -5.4654 1.4105 1.9183
H -4.3545 2.7970 1.3161
H -1.5367 1.0076 -2.3039
H -0.9473 2.2078 -0.9092
H -3.6237 0.8741 -0.7543
H -3.3592 2.2811 -1.7038
H 2.0799 0.4309 -0.6070
H 2.0736 -1.3788 -0.9970
H 1.7256 -1.0174 -3.2370
H 0.0606 -0.2573 -2.9913
H 1.8273 1.1822 -4.3937
H 1.6111 3.5234 -3.1251
H 1.1312 2.6383 -1.5548
H 0.0257 2.5087 -3.0770
H 4.0294 0.3705 -2.9475
H 3.4785 1.6427 -1.7026
H 3.9288 2.2189 -3.3960
H 2.3704 -2.0993 1.2904
H 1.1675 -3.1162 2.2986
H 1.3276 -3.4766 0.4892
N 3.5947 -5.1024 1.1590
O 4.2136 -4.0632 0.8506
O 2.5635 -5.4215 0.5322
O 4.0022 -5.8159 2.0900
```

The HOMO energy comes out at -6.82 eV. For the maximum force, the calculation gives 9.19 eV Å⁻¹. The calculation puts the HOMO-LUMO gap at 4.98 eV. The value obtained for the relative energy (zero: lowest compared OMol25 entry of this formula, charge and spin) is 1259.4 kJ/mol. As for the LUMO energy: -1.84 eV. The spin multiplicity is 1.

=====

[3]
C14H25AlB2BeClF8KMgN4O9PV | ωB97M-V with the def2-TZVPD basis set

The geometry in XYZ format:
```
69
C14H25AlB2BeClF8KMgN4O9PV (ωB97M-V with the def2-TZVPD basis set)
B -0.1394 1.9458 -0.7961
C 0.2932 3.1298 -1.7713
C 1.7832 2.8356 -2.4076
C 2.3560 4.1751 -3.1433
C 3.8676 4.1614 -3.4236
N 4.7190 4.1421 -2.2131
C 4.1718 4.7231 -1.0494
N 4.0317 3.9677 -0.0454
N 3.7498 6.1188 -0.9287
H -0.4740 2.1210 0.3319
H -0.1092 0.8618 -1.2748
H -0.5008 3.1319 -2.6141
H 0.2579 4.1579 -1.2669
H 2.4762 2.4283 -1.6642
H 1.5835 2.1338 -3.2262
H 2.0141 5.1398 -2.6350
H 1.8342 4.1857 -4.1708
H 4.1824 4.9544 -4.1258
H 4.0684 3.2208 -3.9649
H 5.0991 3.2243 -2.0274
H 3.6471 4.5211 0.7221
H 3.8855 6.5752 -1.8319
H 2.7467 6.1441 -0.7401
F 4.0909 -2.0542 -0.6764
Al 2.6560 -1.1799 -1.0037
F 1.3898 -2.2748 -1.4339
F 2.9346 -0.0746 -2.3219
F 2.1754 -0.2727 0.3873
O -3.7410 5.2118 -0.5961
V -2.4031 6.1019 -1.1172
O -1.0190 6.9891 -1.6382
C -2.0849 -5.6292 1.8672
C -1.6817 -4.8448 2.9423
C -0.4081 -4.2909 2.9622
C 0.4457 -4.5265 1.9021
C 0.0605 -5.3110 0.8284
C -1.2134 -5.8647 0.8147
N 1.7849 -3.9243 1.9048
O 2.0985 -3.2549 2.8683
O 2.4855 -4.1333 0.9417
H -3.0784 -6.0550 1.8513
H -2.3619 -4.6625 3.7646
H -0.0996 -3.6820 3.7999
H 0.7352 -5.4938 0.0041
H -1.5264 -6.4774 -0.0205
O -3.4653 9.0855 -1.8033
P -3.7066 10.5701 -1.9734
O -3.2941 11.3315 -0.6540
O -5.1835 10.8418 -2.2334
O -2.8787 11.0827 -3.1358
Mg -4.4408 12.5210 0.2046
C -4.8236 -10.1191 2.0941
C -4.9919 -8.6659 2.4511
O -4.1385 -7.8515 2.2123
C -6.2895 -8.2632 3.1295
H -3.8557 -10.2617 1.6187
H -4.8663 -10.7323 2.9960
H -5.6065 -10.4256 1.3981
H -6.3931 -8.7970 4.0784
H -7.1372 -8.4870 2.4783
H -6.2655 -7.1888 3.3238
K 0.6559 5.4380 -1.9510
B 6.1715 -2.1908 2.1960
F 7.4593 -1.7341 1.8632
F 6.1769 -2.7037 3.5065
F 5.2585 -1.1220 2.1144
F 5.7865 -3.2052 1.3020
Be -7.8074 -7.0033 4.6846
Cl -3.1474 5.5843 -3.6652
```

The HOMO energy comes out at -8.08 eV. For the maximum force, the calculation gives 9.06 eV Å⁻¹. The calculation puts the HOMO-LUMO gap at 0.82 eV. As for the LUMO energy: -7.26 eV. The spin multiplicity is 1.

=====

[4]
C14H25AlN5S4 | ωB97M-V with the def2-TZVPD basis set

The geometry in XYZ format:
```
49
C14H25AlN5S4 (ωB97M-V with the def2-TZVPD basis set)
Al -0.1084 0.0039 0.2018
S 1.9597 -1.3202 -0.0541
S -1.5997 1.5998 -0.8619
C 3.1142 -0.9826 -1.4563
C 1.1012 -2.7507 -0.7907
C 0.1054 -2.3151 -1.8468
N -0.8429 -1.2889 -1.2793
C -1.6727 -0.7344 -2.3951
C -2.5019 0.4508 -1.9536
H 0.6024 -3.3218 0.0062
H 1.8812 -3.3779 -1.2349
H -0.4841 -3.1862 -2.1844
H 0.6045 -1.8762 -2.7201
H -2.3156 -1.5397 -2.7861
H -0.9921 -0.4387 -3.1999
H -3.4311 0.1658 -1.4560
H -2.7643 1.0572 -2.8234
C -0.7813 2.5319 -2.2214
H -1.5132 -1.8573 -0.7432
H -0.8820 2.0073 -3.1738
H 0.2686 2.7123 -1.9969
H -1.3245 3.4801 -2.2643
H 3.7840 -0.1662 -1.1468
H 2.5672 -0.7227 -2.3741
H 3.7111 -1.8931 -1.6165
C -2.4786 -0.9439 0.9639
C -2.3794 -0.4100 2.2112
H -2.2655 -2.0291 0.8784
H -3.2105 -0.5320 0.2674
H -2.6328 -1.0277 3.0852
H -2.3794 0.6672 2.3987
N 2.2971 2.3254 -1.3858
C 1.9039 2.4811 -0.0974
N 1.0951 1.6465 0.5497
C 0.8879 2.0865 1.8788
C 1.4829 3.2976 2.1464
S 2.3448 3.9207 0.7770
C 0.3365 1.1109 2.7417
C 0.0412 1.0627 4.0862
S -0.3285 -0.5417 4.6165
C -0.0977 -1.1215 2.9800
N 0.1975 -0.1427 2.1081
N -0.0856 -2.4198 2.6491
H 2.9319 3.0436 -1.7177
H 2.3686 1.3817 -1.7557
H 1.4186 3.7893 3.1074
H 0.0489 1.9393 4.7229
H -0.4081 -3.0906 3.3369
H 0.4256 -2.7308 1.8229
```

The HOMO energy comes out at -17.05 eV. For the maximum force, the calculation gives 3.19 eV Å⁻¹. The calculation puts the HOMO-LUMO gap at 7.26 eV. The charge is +3. The value obtained for the relative energy (zero: lowest compared OMol25 entry of this formula, charge and spin) is 158.8 kJ/mol. As for the LUMO energy: -9.79 eV. The spin multiplicity is 1.

=====

[5]
C14H25AsLiN4O2S | ωB97M-V with the def2-TZVPD basis set

The geometry in XYZ format:
```
48
C14H25AsLiN4O2S (ωB97M-V with the def2-TZVPD basis set)
Li -2.0212 -0.4759 -0.8830
C -1.8438 1.0408 3.2102
C -2.0100 0.7461 1.7516
N -2.0911 -0.4010 1.2010
N -2.0852 -1.5417 1.9357
C -2.5724 -2.6871 1.3483
N -2.6014 -3.7454 2.1782
S -3.0284 -2.7945 -0.2412
C -2.1468 1.8876 0.7917
C -1.8652 3.1910 1.1712
C -2.0356 4.2081 0.2411
C -2.4755 3.8852 -1.0264
C -2.7257 2.5496 -1.3181
N -2.5784 1.5692 -0.4369
H -1.7187 0.1551 3.8280
H -2.7060 1.5937 3.5865
H -0.9642 1.6642 3.3716
H -2.0270 -1.4872 2.9410
H -2.3961 -3.6761 3.1608
H -2.9947 -4.6029 1.8322
H -1.5258 3.4203 2.1704
H -1.8306 5.2358 0.5097
H -2.6326 4.6425 -1.7812
H -3.0664 2.2594 -2.3050
O -0.2097 -1.2950 -1.1486
O -0.5733 -0.0503 -1.9535
C 1.9736 -2.2127 1.0392
C 2.4051 -2.1033 -0.4197
As 1.4183 -0.7436 -1.3621
C 1.9363 -0.7652 -3.2048
C 3.3832 -1.1910 -3.4271
C 1.7244 0.9212 -0.4626
C 3.2048 1.1987 -0.2264
H 2.5092 -3.0248 1.5299
H 0.9054 -2.4164 1.1238
H 2.1901 -1.2978 1.5945
H 2.2245 -3.0359 -0.9582
H 3.4690 -1.8795 -0.5135
H 1.7189 0.2266 -3.5969
H 1.2229 -1.4489 -3.6680
H 4.0944 -0.5287 -2.9321
H 3.6098 -1.1653 -4.4924
H 3.5684 -2.2076 -3.0819
H 1.1653 0.8454 0.4728
H 1.2402 1.6824 -1.0701
H 3.6846 0.4188 0.3656
H 3.3227 2.1356 0.3172
H 3.7547 1.3008 -1.1626
```

The HOMO energy comes out at -11.36 eV. For the maximum force, the calculation gives 0.43 eV Å⁻¹. The calculation puts the HOMO-LUMO gap at 8.64 eV. The charge is +1. The value obtained for the relative energy (zero: lowest compared OMol25 entry of this formula, charge and spin) is 16.5 kJ/mol. As for the LUMO energy: -2.73 eV. The spin multiplicity is 1.

=====

[6]
C14H25AsN2O10PtS4 | ωB97M-V with the def2-TZVPD basis set

The geometry in XYZ format:
```
57
C14H25AsN2O10PtS4 (ωB97M-V with the def2-TZVPD basis set)
Pt -0.3365 -0.0386 -0.1271
O 1.9289 -2.3104 2.6300
As 0.2332 -2.3102 2.1557
O -0.6351 -2.7237 3.4788
O -0.1222 -0.6349 1.7686
C 0.1670 -3.4863 0.4933
C -0.2581 -4.8374 0.8737
C 0.4219 -5.9643 0.5452
C 1.6106 -5.9340 -0.2218
C 2.0357 -4.6893 -0.6257
C 1.3702 -3.4991 -0.3198
S 2.3504 -2.0991 -0.7133
O 3.4867 -2.0581 0.2144
O 2.7484 -2.1479 -2.1002
O 1.5453 -0.8490 -0.4269
H 2.5254 -2.1532 1.8695
H -1.1748 -4.8920 1.4467
H 0.0211 -6.9165 0.8830
H 2.1560 -6.8315 -0.4792
H 2.9481 -4.6049 -1.2081
N -1.7888 2.6391 -3.3236
C -1.6274 1.3812 -2.8116
N -2.6242 0.5350 -2.8519
S -0.0790 0.9509 -2.2406
H -2.7230 3.0167 -3.3399
H -1.0815 3.2871 -3.0115
H -3.5553 0.8820 -3.0330
H -2.5467 -0.4199 -2.3548
C -2.9129 -0.1756 2.3264
C -2.7362 1.0895 1.4851
C -4.0743 1.3989 0.7819
C -2.3309 2.2782 2.3727
C -1.7388 1.0494 0.3632
H -3.7380 -0.0102 3.0300
H -2.0137 -0.4405 2.8722
H -3.1572 -1.0301 1.6913
H -4.8676 1.4597 1.5321
H -4.3262 0.6004 0.0791
H -4.0373 2.3498 0.2400
H -3.0736 2.3898 3.1679
H -2.2724 3.2120 1.8048
H -1.3571 2.0896 2.8290
H -1.9525 1.9115 -0.2910
C 0.6332 5.3280 0.7054
S 0.4626 3.9098 -0.3974
C 1.7583 2.8752 0.3103
H 0.5651 5.0111 1.7481
H -0.1860 6.0193 0.5024
H 1.5793 5.8519 0.5543
H 2.7396 3.3180 0.1389
H 1.7165 1.8961 -0.1604
H 1.5825 2.7406 1.3776
O -2.3375 -3.9939 -1.7880
S -1.7029 -2.7274 -1.5203
O -2.7051 -1.6330 -1.3798
O -1.1234 -2.7363 -0.0321
O -0.6286 -2.3470 -2.4063
```

The HOMO energy comes out at -0.47 eV. For the maximum force, the calculation gives 0.81 eV Å⁻¹. The calculation puts the HOMO-LUMO gap at 3.96 eV. The charge is -2. The value obtained for the relative energy (zero: lowest compared OMol25 entry of this formula, charge and spin) is 409.8 kJ/mol. As for the LUMO energy: 3.49 eV. The spin multiplicity is 1.

=====

[7]
C14H25BrCdNO5 | ωB97M-V with the def2-TZVPD basis set

The geometry in XYZ format:
```
47
C14H25BrCdNO5 (ωB97M-V with the def2-TZVPD basis set)
C 3.5903 2.6173 0.2127
C 2.9508 2.0391 1.5092
O 1.9414 1.0663 1.2726
C 2.4465 -0.2386 1.0748
C 2.2796 -0.7023 -0.3759
C 3.5427 -1.7830 -0.6705
O 3.6746 -2.5708 0.2564
O 4.1529 -1.6743 -1.7086
N 1.1175 -1.4091 -0.6733
C -0.0938 -0.9967 0.0701
C -0.4847 -1.9669 1.2106
C -1.8321 -1.4881 1.8217
C -3.0386 -1.6904 0.8568
C -3.8751 -0.3978 0.6507
C -3.0511 0.8021 0.1927
O -3.9535 1.8573 -0.1141
C -3.2942 3.1091 0.0124
C 0.9214 -1.5915 -2.0901
C 0.4535 -0.3630 -2.8975
O 0.1073 -0.5429 -4.0355
Br 0.3894 1.4292 -2.2297
H 4.6793 2.6649 0.2939
H 3.3095 2.0416 -0.6759
H 3.1970 3.6253 0.0490
H 3.7100 1.7185 2.2335
H 2.4374 2.8825 1.9837
H 2.0380 -0.9246 1.8215
H 3.5279 -0.2044 1.2660
H 2.4937 0.1567 -1.0308
H -0.0909 0.0499 0.3907
H -0.9284 -1.0833 -0.6416
H -0.6463 -2.9588 0.7755
H 0.2399 -1.9657 2.0273
H -1.7347 -0.4517 2.1595
H -2.0143 -2.1116 2.7037
H -3.7213 -2.4044 1.3313
H -2.7367 -2.1364 -0.1008
H -4.6500 -0.6277 -0.0900
H -4.3700 -0.1374 1.5919
H -2.3950 1.1812 0.9930
H -2.4054 0.5740 -0.6760
H -3.9226 3.8410 -0.4975
H -3.1570 3.3916 1.0677
H -2.2866 3.0697 -0.4334
H 1.8254 -1.9608 -2.5973
H 0.1634 -2.3659 -2.2633
Cd -0.5071 -1.3696 -6.0272
```

The HOMO energy comes out at -10.57 eV. For the maximum force, the calculation gives 5.45 eV Å⁻¹. The calculation puts the HOMO-LUMO gap at 2.27 eV. The charge is +1. The value obtained for the relative energy (zero: lowest compared OMol25 entry of this formula, charge and spin) is 0.0 kJ/mol. As for the LUMO energy: -8.30 eV. The spin multiplicity is 1.

=====

[8]
C14H25ClMnN3O3P | ωB97M-V with the def2-TZVPD basis set

The geometry in XYZ format:
```
48
C14H25ClMnN3O3P (ωB97M-V with the def2-TZVPD basis set)
Cl 0.0063 1.3821 -2.7613
C -3.9019 -0.7480 -2.8715
C -3.4460 -2.0037 -2.3179
C -2.1776 -2.3241 -2.9374
H -4.0006 -2.6293 -1.6181
C -1.8564 -1.2846 -3.8912
C -2.9179 -0.3010 -3.8237
H -2.9466 0.5932 -4.4475
H -4.8553 -0.2633 -2.6574
H -1.5597 -3.2099 -2.7877
C -0.7024 -1.2814 -4.8349
Mn -2.0687 -0.5244 -1.9408
C -1.5627 -1.4606 -0.3875
C -2.6779 0.9184 -1.0086
O -1.6958 -2.2450 0.4679
O -2.8343 1.8805 -0.3625
H 0.1489 -1.8087 -4.3878
H -0.3928 -0.2521 -5.0432
H -0.9513 -1.7846 -5.7798
C 1.6150 2.4659 -0.0400
N 2.2089 1.3873 0.7596
C 3.4905 0.9550 0.1990
P 1.1052 0.2215 1.2657
O 0.5275 -0.6738 0.2218
N 1.7832 -0.6475 2.5442
C 0.9549 -1.7134 3.1145
C 3.2048 -0.7970 2.7965
N 0.0168 1.3001 1.9995
C -1.2786 0.7984 2.4407
C 0.5975 2.2430 2.9532
H 1.3664 2.1155 -1.0590
H 2.3421 3.2883 -0.1009
H 0.6876 2.8180 0.4266
H 4.2262 0.7809 0.9910
H 3.3885 0.0449 -0.4139
H 3.8686 1.7612 -0.4407
H 1.5934 -2.5797 3.3336
H 0.4942 -1.3895 4.0604
H 0.1614 -2.0253 2.4231
H 3.7417 -1.1773 1.9143
H 3.6596 0.1464 3.1255
H 3.3207 -1.5249 3.6081
H -1.2147 0.3010 3.4248
H -1.9567 1.6567 2.5314
H -1.6964 0.0963 1.7093
H 0.9851 1.7406 3.8551
H 1.3960 2.8224 2.4840
H -0.1966 2.9315 3.2637
```

The HOMO energy (spin up / spin down) comes out at -14.96 / -14.90 eV. For the maximum force, the calculation gives 7.56 eV Å⁻¹. The calculation puts the HOMO-LUMO gap (spin up / spin down) at 6.40 / 4.81 eV. The charge is +2. The value obtained for the relative energy (zero: lowest compared OMol25 entry of this formula, charge and spin) is 95.0 kJ/mol. As for the LUMO energy (spin up / spin down): -8.56 / -10.09 eV. The spin multiplicity is 4.

=====

Question: What is the spin multiplicity in the first record?
Answer: 1

=====

Question: Which of these has the lowest maximum force?
Answer: C14H25AsLiN4O2S

=====

Question: Which of these has the highest spin multiplicity?
Answer: C14H25ClMnN3O3P

=====

Question: maximum force of number 1 (C14H24N3OP)?
Answer: 2.49 eV Å⁻¹